88
Properties=species:S:1:pos:R:3:forces:R:3 method="wB97M-V/def2-TZVPD" e_homo_ev="-0.04 / 0.42" relative_energy_kj_mol=37.88 lumo_energy_ev="3.257 / 3.261" max_force_ev_per_a=1.9 spin_multiplicity=1 total_energy_ev=-75087.1221 total_charge=-2
Mg -0.9813 0.8081 0.9931 -0.5 0.1 -0.3
C -1.7233 0.9998 5.3609 -0.4 0.0 0.2
C -0.4145 0.9789 5.8125 0.0 0.0 0.2
C 0.6256 0.9844 4.9063 0.2 0.0 0.1
C 0.3752 0.9959 3.5250 -0.3 0.1 0.4
C -0.9506 1.0010 3.0524 -0.1 -0.1 0.1
C -1.9681 1.0108 3.9965 0.0 0.1 0.2
C 1.4699 1.0006 2.5519 1.3 0.1 1.4
C 2.8063 1.0405 2.9790 -0.6 0.0 0.0
C 3.8416 1.0339 2.0774 0.4 0.1 0.3
C 3.5570 0.9827 0.6972 0.1 0.0 -0.4
C 4.5591 0.9686 -0.2810 -0.2 0.0 0.2
C 4.2382 0.9137 -1.6238 0.0 0.0 -0.3
C 2.9024 0.8668 -2.0019 0.2 0.0 -0.3
C 1.8931 0.8935 -1.0564 0.2 0.0 0.3
C 2.1813 0.9488 0.3205 0.6 0.0 -0.8
N 1.1815 0.9630 1.2308 -1.4 0.0 -0.8
H -2.5437 1.0001 6.0720 0.0 0.0 0.0
H -0.2079 0.9605 6.8779 0.0 0.0 0.0
H 1.6305 0.9694 5.3109 0.0 0.0 -0.1
H -3.0037 1.0288 3.6622 -0.1 -0.1 0.0
H 3.0486 1.0813 4.0301 -0.1 0.0 0.0
H 4.8721 1.0650 2.4076 0.1 0.0 0.0
H 5.5939 0.9924 0.0403 0.1 0.0 0.0
H 5.0207 0.9069 -2.3740 0.0 0.0 0.0
H 2.6464 0.7983 -3.0524 -0.1 0.0 0.0
H 0.8667 0.8597 -1.3809 -0.1 0.0 0.0
C 0.1033 -2.8120 -3.6201 0.1 -0.1 0.0
C -0.6915 -2.1435 -4.5377 0.0 0.0 -0.2
C -1.4114 -1.0292 -4.1406 -0.1 0.1 -0.2
C -1.3521 -0.5575 -2.8333 -0.4 0.4 0.3
C -0.5413 -1.2410 -1.9373 0.0 0.1 0.0
C 0.1788 -2.3607 -2.3134 0.2 -0.1 0.0
Si -2.3775 0.9572 -2.2930 0.1 0.2 0.0
C -1.4825 2.5097 -2.9424 -0.3 -0.3 0.2
C -1.7706 3.0676 -4.1809 -0.1 -0.1 -0.2
C -1.0788 4.1679 -4.6576 0.0 0.1 -0.2
C -0.0659 4.7292 -3.8970 0.0 0.1 0.0
C 0.2137 4.2064 -2.6450 0.2 0.2 0.0
C -0.5000 3.1207 -2.1739 0.0 0.0 0.2
H 0.6630 -3.6848 -3.9269 0.0 -0.1 0.0
H -0.7467 -2.5028 -5.5620 0.0 0.1 0.1
H -2.0333 -0.5044 -4.8586 -0.1 0.0 -0.1
H -0.4802 -0.8907 -0.9188 0.1 -0.1 0.0
H 0.7879 -2.8830 -1.5898 0.0 -0.1 0.1
H -3.5458 0.8773 -3.2520 0.0 0.0 0.1
H -2.5520 2.6174 -4.7834 0.0 0.0 -0.1
H -1.3151 4.5869 -5.6304 0.0 0.0 0.0
H 0.5092 5.5632 -4.2804 0.0 0.1 0.0
H 1.0064 4.6362 -2.0466 0.0 0.0 0.1
H -0.2973 2.7253 -1.1891 0.1 0.0 0.1
C -2.6430 1.1788 -0.4881 0.3 -0.2 -0.6
H -3.0227 2.1897 -0.3328 0.0 0.1 -0.1
H -3.4092 0.5015 -0.1086 0.0 -0.2 0.1
I 1.5988 6.7666 1.1165 -0.4 -0.4 -0.1
C -0.1675 5.5793 1.1168 0.0 1.6 0.0
C -1.4029 6.2275 1.0600 0.1 -1.1 0.1
C -2.5324 5.4067 1.1555 0.4 1.0 -0.1
C -2.3626 4.0496 1.2760 0.6 -0.8 0.1
N -1.1659 3.4407 1.2687 -0.2 0.8 -0.2
C -0.0789 4.2147 1.2067 -0.3 -0.9 0.1
H -1.4860 7.2962 0.9529 0.0 0.1 0.0
H -3.5203 5.8457 1.1320 -0.1 -0.1 0.0
H -3.2119 3.3912 1.3825 -0.1 -0.1 0.0
H 0.8714 3.6966 1.2318 0.1 -0.1 0.0
C -2.4250 -3.5399 0.5496 -0.2 0.3 0.0
C -2.4541 -2.1497 0.5453 -0.3 -0.2 -0.1
N -1.5126 -1.4160 1.1441 -0.2 0.4 -0.4
C -0.4976 -2.0375 1.7027 0.5 -0.6 0.3
C -0.3053 -3.4316 1.6865 -0.7 0.1 -0.2
C -1.3627 -4.1917 1.1279 0.1 0.2 0.3
C 0.8701 -4.0182 2.2204 0.4 0.0 0.2
C 1.4343 -5.2151 1.8183 0.1 -0.1 0.1
C 1.1941 -5.9173 0.6247 0.2 -0.2 0.1
C 1.7942 -7.1831 0.3658 0.0 -0.1 -0.1
C 1.5406 -7.7908 -0.8288 0.1 -0.1 0.1
N 0.7586 -7.2466 -1.7869 -0.1 -0.1 -0.4
C 0.2678 -6.0507 -1.4640 -0.1 -0.3 -0.5
N 0.4208 -5.3715 -0.3654 0.2 0.4 0.2
H -3.2353 -4.0993 0.0970 0.0 0.0 0.0
H -3.2497 -1.6085 0.0538 -0.1 0.0 0.0
H 0.2393 -1.4018 2.1748 0.2 0.0 0.1
H -1.3446 -5.2685 1.1972 0.0 0.0 0.0
H 1.3832 -3.4563 2.9961 0.0 0.0 0.0
H 2.2320 -5.6197 2.4363 0.0 0.0 0.0
H 2.4321 -7.6437 1.1098 0.0 0.0 0.0
H 1.9623 -8.7628 -1.0780 0.1 0.0 0.1
H -0.3501 -5.5761 -2.2239 0.0 0.0 -0.1